{
  "formula": "C39H56N7O2PtSSe",
  "method": "the ωB97M-V functional and the def2-TZVPD basis",
  "species": ["Pt", "C", "C", "C", "C", "C", "C", "C", "C", "C", "C", "N", "C", "C", "C", "C", "C", "N", "H", "H", "H", "H", "H", "H", "H", "H", "H", "H", "H", "H", "H", "H", "H", "H", "H", "C", "C", "C", "C", "N", "C", "Se", "N", "C", "C", "C", "C", "C", "C", "C", "C", "C", "C", "H", "H", "H", "H", "H", "H", "H", "H", "H", "H", "H", "H", "H", "H", "H", "H", "H", "H", "H", "H", "H", "H", "S", "C", "N", "C", "C", "C", "N", "H", "H", "H", "H", "H", "H", "H", "H", "O", "C", "O", "C", "N", "C", "C", "C", "H", "H", "H", "H", "H", "H", "H", "H", "H"],
  "xyz": [[0.1139, -0.1654, 0.5877], [-4.5944, -3.9638, -1.7006], [-4.3125, -3.7398, -0.2129], [-3.0459, -4.4491, 0.2130], [-3.0602, -5.8393, 0.1117], [-1.9211, -6.5921, 0.3168], [-0.7305, -5.9453, 0.5899], [-0.6686, -4.5646, 0.7152], [0.6679, -3.9087, 0.9216], [1.3025, -3.5438, -0.4207], [-1.8405, -3.8130, 0.5828], [-1.7658, -2.4065, 0.8277], [-2.6265, -1.9279, 1.6386], [-2.7592, -0.4945, 1.8331], [-3.7605, 0.1955, 2.5116], [-3.5029, 1.5643, 2.3180], [-2.3495, 1.6402, 1.5465], [-1.8956, 0.3943, 1.2424], [-5.5227, -3.4800, -2.0113], [-4.6923, -5.0243, -1.9276], [-3.7744, -3.5848, -2.3174], [-5.1545, -4.1212, 0.3717], [-4.2734, -2.6705, -0.0024], [-3.9911, -6.3325, -0.1443], [-1.9564, -7.6715, 0.2499], [0.1803, -6.5186, 0.7197], [1.3204, -4.6007, 1.4590], [0.5672, -3.0213, 1.5479], [1.3221, -4.4107, -1.0832], [2.3284, -3.1934, -0.2908], [0.7393, -2.7503, -0.9159], [-3.3377, -2.5673, 2.1708], [-4.5880, -0.2457, 3.0459], [-4.0885, 2.3982, 2.6716], [-1.8418, 2.5194, 1.1742], [5.4736, 1.3905, -4.8071], [5.3621, 0.8689, -3.3800], [4.2193, -0.1198, -3.1721], [2.8188, 0.4770, -3.2570], [2.6171, 1.5885, -2.3238], [2.3860, 1.4544, -1.0107], [2.4462, -0.1960, -0.1011], [2.1195, 2.6626, -0.4850], [1.9503, 2.9853, 0.9301], [3.1613, 3.7227, 1.4910], [4.4108, 2.8508, 1.5878], [4.3309, 1.8131, 2.7016], [2.1409, 3.6045, -1.5043], [1.8808, 4.9695, -1.4978], [1.9418, 5.6202, -2.7144], [2.2428, 4.9321, -3.8964], [2.4992, 3.5750, -3.8994], [2.4533, 2.9227, -2.6743], [6.3789, 1.9825, -4.9403], [4.6330, 2.0282, -5.0820], [5.5099, 0.5651, -5.5211], [5.2615, 1.7046, -2.6791], [6.2946, 0.3694, -3.1092], [4.3212, -0.6185, -2.2063], [4.2773, -0.9075, -3.9295], [2.0613, -0.2702, -3.0206], [2.6041, 0.8678, -4.2504], [1.7708, 2.0449, 1.4480], [1.0430, 3.5882, 1.0142], [2.8911, 4.0961, 2.4833], [3.3631, 4.6039, 0.8778], [5.2764, 3.4973, 1.7440], [4.5821, 2.3512, 0.6277], [4.1410, 2.2950, 3.6639], [5.2656, 1.2592, 2.7892], [3.5367, 1.0867, 2.5203], [1.6383, 5.4999, -0.5874], [1.7493, 6.6835, -2.7582], [2.2698, 5.4769, -4.8301], [2.7067, 3.0515, -4.8208], [0.9949, -0.6389, 2.6466], [0.0235, -0.2766, 4.0263], [-0.9584, 0.6005, 4.0659], [-1.6710, 0.9456, 5.2927], [-1.6979, -0.2592, 6.2121], [-0.2779, -0.7432, 6.4399], [0.3805, -0.9124, 5.1471], [-1.2230, 1.0512, 3.2011], [-2.6714, 1.2640, 5.0098], [-1.1700, 1.7868, 5.7810], [-2.2898, -1.0548, 5.7545], [-2.1603, 0.0015, 7.1627], [-0.2732, -1.7088, 6.9433], [0.2812, -0.0374, 7.0590], [1.1460, -1.5612, 5.0626], [-0.3327, 1.8312, -2.6255], [-0.9184, 0.9823, -1.9850], [-0.4112, -0.0818, -1.4461], [-2.4401, 1.1063, -1.8642], [-3.0049, -0.1864, -1.3590], [-4.3090, -0.3893, -2.0549], [-4.0196, 0.1412, -3.4493], [-3.1759, 1.3931, -3.1844], [-2.6583, 1.8578, -1.1077], [-3.0493, -0.1595, -0.3333], [-2.3181, -0.9238, -1.5629], [-5.0471, 0.2242, -1.5375], [-4.5976, -1.4309, -1.9929], [-4.9362, 0.3586, -3.9931], [-3.4608, -0.6011, -4.0233], [-3.8133, 2.2693, -3.0738], [-2.4585, 1.6083, -3.9721]],
  "forces_ev_per_a": [[-0.4, 0.8, 0.5], [0.0, 0.0, 0.0], [-0.1, 0.1, 0.1], [0.2, 0.0, 0.0], [0.0, 0.0, 0.0], [-0.1, -0.1, 0.0], [0.1, 0.0, 0.0], [0.1, -0.1, 0.0], [0.0, 0.0, 0.1], [0.0, 0.0, 0.0], [-0.3, 0.0, 0.1], [-0.5, -0.5, -0.2], [0.2, 0.1, -0.2], [0.0, 0.0, 0.2], [0.0, -0.1, -0.2], [0.0, 0.0, -0.1], [0.0, 0.1, -0.1], [0.6, -0.6, -0.2], [0.0, 0.0, 0.0], [0.0, 0.0, 0.0], [0.0, 0.0, 0.0], [0.0, 0.0, 0.0], [0.0, 0.0, 0.0], [0.0, 0.0, 0.0], [0.0, 0.0, 0.0], [0.0, 0.0, 0.0], [0.0, 0.0, 0.0], [0.0, -0.1, -0.1], [0.0, 0.0, 0.0], [0.0, 0.0, 0.0], [0.0, 0.0, 0.0], [0.0, 0.0, 0.0], [0.0, 0.0, 0.0], [0.0, 0.0, 0.0], [0.0, 0.0, 0.1], [0.0, 0.0, 0.0], [0.0, 0.0, 0.0], [0.0, -0.1, 0.0], [0.0, 0.0, 0.0], [-0.1, 0.0, 0.1], [0.0, 0.0, 0.0], [-0.1, -0.2, -0.1], [0.1, 0.0, 0.0], [-0.1, 0.0, -0.1], [0.0, 0.0, 0.0], [0.0, 0.0, 0.0], [0.0, 0.0, 0.0], [0.0, 0.0, 0.0], [0.0, 0.0, 0.0], [0.0, 0.0, 0.0], [0.0, 0.0, 0.0], [0.0, 0.0, 0.0], [0.0, 0.0, 0.0], [0.0, 0.0, 0.0], [0.0, 0.0, 0.0], [0.0, 0.0, 0.0], [0.0, 0.0, 0.0], [0.0, 0.0, 0.0], [0.0, 0.0, 0.0], [0.0, 0.0, 0.0], [0.0, 0.0, 0.0], [0.0, 0.0, 0.0], [0.0, 0.0, 0.0], [0.0, 0.0, 0.0], [0.0, 0.0, 0.0], [0.0, 0.0, 0.0], [0.0, 0.0, 0.0], [0.0, 0.0, 0.0], [0.0, 0.0, 0.0], [0.0, 0.0, 0.0], [0.0, 0.0, 0.0], [0.0, 0.0, 0.0], [0.0, 0.0, 0.0], [0.0, 0.0, 0.0], [0.0, 0.0, 0.0], [0.0, 0.2, -0.1], [0.1, 0.0, 0.1], [0.1, 0.0, 0.1], [0.0, 0.0, 0.0], [0.0, 0.0, 0.0], [0.0, -0.1, 0.0], [0.0, 0.0, 0.0], [0.0, 0.0, 0.0], [0.0, 0.0, 0.0], [0.0, 0.0, 0.0], [0.0, 0.0, 0.0], [0.0, 0.0, 0.0], [0.0, 0.0, 0.0], [0.0, 0.0, 0.0], [0.0, 0.0, 0.0], [0.0, 0.1, 0.1], [0.2, -0.1, -0.2], [-0.1, 0.1, 0.1], [0.0, 0.1, 0.0], [-0.2, -0.1, 0.0], [0.0, 0.1, 0.1], [-0.1, 0.0, 0.0], [0.0, 0.0, 0.0], [0.0, 0.0, 0.0], [-0.1, -0.1, 0.0], [0.1, 0.0, 0.1], [0.0, 0.0, 0.0], [0.0, -0.1, 0.0], [0.0, 0.0, 0.0], [0.0, 0.0, 0.0], [0.0, 0.0, 0.0], [0.0, 0.0, 0.0]],
  "charge": 1,
  "e_tot_ev": -135305.0256,
  "fmax_ev_per_a": 1.0,
  "lumo_ev": -2.143,
  "e_above_lowest_kj_mol": 62.4,
  "spin_multiplicity": 1
}